C28H48F3GaNO8S2 | ωB97M-V/def2-TZVPD

Each line ends with the Mulliken charge.
CARTESIAN COORDINATES (ANGSTROEM)
Ga: 2.891 1.604 0.361  -0.029
S: 0.269 3.933 -1.871  -0.205
S: -0.653 2.110 0.254  0.433
F: 6.556 5.057 -1.443  -0.328
F: 7.012 2.971 -1.663  -0.280
F: 5.634 3.885 -2.954  -0.279
O: -4.648 2.286 -2.925  -0.432
O: -1.750 -4.249 3.375  -0.312
O: -1.508 2.326 3.785  -0.563
O: 3.690 3.915 -1.456  -0.635
O: -0.909 -1.803 -5.140  -0.321
O: -2.355 -1.575 -3.440  -0.576
O: -0.847 0.329 3.050  -0.140
O: -2.066 -3.834 5.553  -0.587
N: -2.008 2.671 -2.076  0.202
C: -2.396 -1.796 -6.961  -0.532
C: -4.439 3.275 -1.956  -0.678
C: 6.035 3.856 -1.695  0.763
C: -0.856 2.909 -1.308  -0.709
C: -0.825 -5.816 4.867  -0.535
C: -3.125 -1.272 -5.727  -0.377
C: 2.211 -1.899 -0.901  -0.276
C: -2.137 -1.570 -4.615  0.497
C: -3.743 1.192 -2.796  -0.483
C: -2.675 1.408 -1.755  -0.354
C: -2.032 -1.101 4.486  -0.441
C: -0.178 -5.992 3.494  -0.500
C: 3.252 -2.946 -0.470  -1.260
C: 2.994 -0.184 1.354  -1.179
C: 2.395 3.115 1.697  -0.934
C: 1.160 -1.595 0.147  0.250
C: 4.862 3.538 -0.740  -0.089
C: -1.627 1.134 3.800  0.421
C: 0.979 3.064 2.316  -0.332
C: -2.639 0.301 4.570  -0.779
C: -0.146 3.439 1.387  -1.108
C: -1.180 -5.303 2.580  -0.386
C: -1.604 -4.526 4.694  0.584
C: 1.668 -0.941 1.459  1.390
C: -0.937 -1.619 -6.563  -0.429
C: -1.272 -1.035 3.171  0.023
C: -2.990 3.761 -1.865  -0.355
C: 4.806 2.081 -0.302  -1.019
H: -1.334 -1.248 5.310  0.252
H: -1.527 -6.619 5.098  0.268
H: -0.091 -5.719 5.661  0.307
H: 1.679 -2.323 -1.754  0.503
H: -4.750 2.947 -0.963  0.260
H: -3.284 -0.193 -5.773  0.265
H: 0.774 -5.460 3.467  0.254
H: 0.672 -2.535 0.421  -0.003
H: -2.617 -2.857 -7.095  0.267
H: 3.416 -3.722 -1.210  0.397
H: 2.670 -0.999 -1.284  0.049
H: -2.867 4.197 -0.869  0.274
H: -2.757 -1.902 4.519  0.327
H: 0.840 2.108 2.805  -0.282
H: 2.540 4.124 1.290  0.439
H: -4.267 0.255 -2.636  0.401
H: 1.670 -1.690 2.261  0.351
H: 0.369 -0.984 -0.277  -0.338
H: -1.022 3.699 1.961  0.518
H: 0.088 4.319 0.799  0.605
H: -0.562 -0.619 -6.790  0.274
H: -2.655 -1.280 -7.884  0.326
H: 3.048 -3.354 0.512  0.243
H: -0.284 -2.353 -7.030  0.302
H: -4.068 -1.782 -5.553  0.348
H: 1.945 1.558 -0.936  -0.321
H: -0.398 -1.683 3.156  0.058
H: -1.901 -1.279 2.311  0.089
H: -2.784 4.564 -2.567  0.407
H: -1.984 -5.971 2.265  0.258
H: -1.978 0.581 -1.852  0.366
H: -3.044 1.370 -0.729  0.296
H: 3.807 -0.763 0.921  0.401
H: -0.714 -4.873 1.696  0.272
H: 3.306 0.047 2.376  0.597
H: -5.056 4.132 -2.194  0.401
H: 3.106 3.017 2.520  0.537
H: -3.602 0.362 4.061  0.270
H: -3.230 1.092 -3.751  0.039
H: 4.208 -2.440 -0.362  0.292
H: 5.526 1.999 0.514  0.349
H: 0.914 -0.210 1.747  -1.177
H: 0.954 3.810 3.114  0.495
H: 3.047 4.278 -0.833  0.284
H: 5.112 1.480 -1.155  0.443
H: 0.010 -7.029 3.221  0.358
H: 4.939 4.200 0.120  0.215
H: -2.732 0.654 5.593  0.341

Results
E_HOMO (eV): -4.465
Orbital gap (eV): 6.5
Total charge: -1
Lowest unoccupied orbital energy (eV): 2.070